No. 1
Computed, not measured: a structure of composition C27H23N9O3SV, with wB97M-V/def2-TZVPD.

**Frontier orbital gap (spin up / spin down)**: 7.04 / 7.93 eV
**Calculated total energy**: -84438.11218 eV
**HOMO energy (spin up / spin down)**: -0.51501 / -0.51487 Ha
**Spin multiplicity**: 2
**Charge**: +2

Geometry (Å):
V  -0.14923  -0.38065  -0.61218
O  -0.82103  3.19262  -2.05317
C  -0.64142  2.66833  -0.98543
N  -0.86382  1.26629  -0.88658
C  -1.98989  0.75171  -1.49034
C  -3.28884  1.28319  -1.37341
C  -4.31202  0.71476  -2.08197
C  -4.09036  -0.40542  -2.90809
C  -2.84680  -0.97065  -3.02122
C  -1.76980  -0.38367  -2.33059
N  -0.45284  -0.74606  -2.34104
C  0.25331  -1.42744  -3.30912
O  -0.15544  -1.82678  -4.36200
C  1.63783  -1.59054  -2.77733
C  2.67145  -2.08345  -3.54320
C  3.91866  -2.23016  -2.95230
C  4.04963  -1.91159  -1.61264
C  2.95616  -1.41030  -0.91926
N  1.76522  -1.22142  -1.48738
C  -0.26449  3.49053  0.20782
C  0.15970  4.79236  -0.03664
C  0.35364  5.64577  1.03788
C  0.09778  5.16600  2.31052
C  -0.32478  3.85080  2.45213
N  -0.50155  3.01662  1.43333
H  -3.45964  2.15349  -0.75391
H  -5.30669  1.13367  -2.01473
H  -4.91232  -0.82004  -3.47571
H  -2.67165  -1.81934  -3.66776
H  2.48755  -2.34253  -4.57688
H  4.76144  -2.58947  -3.52686
H  4.99007  -2.03868  -1.09540
H  3.05507  -1.18632  0.12641
H  0.30407  5.10902  -1.06011
H  0.66975  6.66785  0.88079
H  0.20996  5.79986  3.17925
H  -0.54760  3.45450  3.43716
S  1.47972  -2.87264  1.79962
C  0.04169  -3.24267  1.07681
N  -0.64347  -4.32932  1.59142
C  -1.85993  -4.71675  1.19150
C  -2.46348  -4.03856  0.17706
C  -1.73467  -2.99222  -0.39146
N  -0.53589  -2.58584  0.00895
H  -0.16117  -4.81654  2.33557
H  -2.31074  -5.55343  1.70768
H  -3.44411  -4.30243  -0.18366
H  -2.17084  -2.45906  -1.22700
C  -0.53990  -0.09953  4.13057
N  0.43606  0.22300  3.08725
C  1.68750  0.63694  3.40569
C  2.57075  1.02837  2.45829
C  2.16589  0.95267  1.09863
N  1.01297  0.35044  0.80243
C  0.10770  0.06355  1.77075
O  -0.99446  -0.37614  1.39004
N  2.91105  1.45704  0.11903
H  -0.71979  0.77235  4.75692
H  -0.16572  -0.91812  4.74354
H  -1.47035  -0.39100  3.65694
H  1.93658  0.64883  4.45823
H  3.55037  1.39328  2.72715
H  3.77178  1.93471  0.32608
H  2.57137  1.46017  -0.82808

No. 2
Computed, not measured: a cluster of 2 separate species, N2O3S in total, with wB97M-V/def2-TZVPD.

**Frontier orbital gap**: 10.47 eV
**Calculated total energy**: -19955.56187 eV
**HOMO energy**: -0.43369 Ha
**ΔE to the lowest compared entry with this formula, charge and spin**: 40.53 kcal/mol
**Spin multiplicity**: 1
**Charge**: 0

Geometry (Å):
N  -1.82408  -0.55212  -1.28293
N  -1.23194  0.39986  -1.31823
O  -0.55764  1.34785  -1.29419
O  1.27715  -0.97074  0.17191
O  0.68403  0.25445  2.21373
S  1.65249  -0.47930  1.50972

No. 3
Computed, not measured: a cluster of 2 separate species, C15H31Cl2NO3 in total, with wB97M-V/def2-TZVPD.

**Frontier orbital gap**: 3.60 eV
**Calculated total energy**: -48729.86909 eV
**HOMO energy**: -0.15710 Ha
**ΔE to the lowest compared entry with this formula, charge and spin**: 7.87 kcal/mol
**Spin multiplicity**: 1
**Charge**: 0

Geometry (Å):
C  -0.69842  -4.14454  2.70474
C  -1.73024  -3.05341  2.49705
O  -1.75758  -2.12227  3.18770
O  -2.63925  -3.16367  1.47587
C  -2.04155  -3.25636  0.17449
C  -2.65644  -2.25344  -0.79347
C  -1.65248  -1.52054  -1.67235
C  -0.61110  -0.72697  -0.85216
N  0.65319  -0.46935  -1.61816
C  0.93033  1.03012  -1.64186
C  1.25734  1.62409  -0.28123
C  2.53844  2.46895  -0.44551
C  0.14205  2.61156  0.15533
C  1.87758  -1.24995  -1.28370
Cl  2.09153  -1.72036  0.40243
C  2.08389  -2.49070  -2.15838
C  1.05869  -3.61068  -1.99595
Cl  2.34100  -2.00787  -3.85506
H  -0.98536  -4.81490  3.50021
H  -0.58947  -4.68594  1.76752
H  0.24527  -3.64516  2.88081
H  -2.18714  -4.27486  -0.18002
H  -0.96311  -3.12385  0.27607
H  -3.30703  -2.81131  -1.45924
H  -3.29478  -1.56002  -0.25992
H  -1.19748  -2.14994  -2.43322
H  -2.22528  -0.77365  -2.21705
H  -0.48845  -1.17891  0.12379
H  -1.07556  0.23187  -0.68039
H  0.44628  -0.67814  -2.60019
H  1.73104  1.14754  -2.36677
H  0.06822  1.50431  -2.09730
H  1.34905  0.90361  0.52442
H  2.29330  3.40144  -0.94225
H  3.00476  2.65531  0.51275
H  3.23965  1.96040  -1.10980
H  0.54791  3.39338  0.78269
H  -0.56407  2.07995  0.78667
H  -0.35705  3.03243  -0.70837
H  2.71363  -0.61128  -1.52992
H  3.02900  -2.88380  -1.81823
H  0.32942  -3.60999  -2.79625
H  1.59228  -4.54941  -2.09118
H  0.62533  -3.60849  -1.00370
C  -0.03873  6.02092  3.09114
C  -1.27229  6.14970  2.16505
O  -1.10861  5.42261  1.04503
H  0.86553  6.38157  2.59282
H  -0.17199  6.61676  4.00953
H  0.11880  4.98079  3.39381
H  -1.41408  7.25209  2.02845
H  -2.14594  5.88036  2.81327

No. 4
Computed, not measured: a cluster of 2 separate species, C3H9S2 in total, with wB97M-V/def2-TZVPD.

**Frontier orbital gap**: 7.01 eV
**Calculated total energy**: -24928.64397 eV
**HOMO energy**: -0.11779 Ha
**ΔE to the lowest compared entry with this formula, charge and spin**: 2.39 kcal/mol
**Spin multiplicity**: 1
**Charge**: -1

Geometry (Å):
S  1.82778  -2.05637  0.06329
H  3.10781  -2.40838  -0.11844
C  -1.74186  -0.21021  0.50295
C  -0.78483  0.40752  -0.51623
C  0.38666  1.12700  0.15217
S  1.90331  1.15932  -0.87588
H  -2.56982  -0.71473  -0.00794
H  -2.18063  0.52077  1.18454
H  -1.20263  -0.95100  1.09081
H  -0.36350  -0.40174  -1.10969
H  -1.29457  1.07434  -1.21997
H  0.66887  0.61655  1.07139
H  0.16426  2.16160  0.39675
H  2.07916  -0.32469  -0.61376

No. 5
Computed, not measured: a cluster of 2 separate species, C24H52B3FNO3 in total, with wB97M-V/def2-TZVPD.

**Frontier orbital gap**: 9.48 eV
**Calculated total energy**: -38106.19052 eV
**HOMO energy**: -0.43002 Ha
**Spin multiplicity**: 1
**Charge**: +1

Geometry (Å):
C  5.00117  -7.24933  2.22199
C  5.17971  -6.30297  0.86693
C  4.59111  -4.79919  1.23464
C  4.30072  -4.04894  -0.22506
C  2.74286  -4.17025  -0.72659
C  2.11304  -2.64364  -0.98113
C  1.18060  -2.31804  0.32751
C  1.00728  -0.72620  0.68022
C  -0.44674  -0.41250  1.37002
C  -0.72620  -1.18463  2.78869
C  -1.26931  -2.72501  2.64880
C  -2.49903  -2.93609  1.58509
C  -3.85008  -3.54138  2.36144
B  -4.48408  -4.83939  1.55500
O  -4.31399  -5.01842  0.08404
B  -5.54471  -5.54673  -0.53887
O  -6.49144  -6.34650  0.26988
B  -5.71826  -6.82540  1.43791
F  -5.48558  -8.29062  1.58783
O  -5.22081  -5.83254  2.41034
H  5.60583  -6.71462  3.10122
H  3.85728  -7.18349  2.54055
H  5.36406  -8.36484  2.05460
H  4.57104  -6.79127  -0.01287
H  6.32439  -6.19979  0.64074
H  5.43714  -4.20706  1.82335
H  3.62505  -4.93774  1.88161
H  4.49640  -2.89512  -0.01563
H  5.01192  -4.46078  -1.07942
H  2.13839  -4.64158  0.18796
H  2.57342  -4.89011  -1.64113
H  1.37318  -2.73467  -1.91304
H  2.96534  -1.84163  -1.16367
H  0.08226  -2.73879  0.13453
H  1.55529  -2.84255  1.33073
H  1.06774  -0.08202  -0.32144
H  1.85816  -0.32786  1.41286
H  -1.26278  -0.56855  0.54594
H  -0.45197  0.75438  1.61976
H  -1.43367  -0.57757  3.53427
H  0.32475  -1.25181  3.35005
H  -1.62556  -3.06489  3.72971
H  -0.36568  -3.45538  2.37963
H  -2.86900  -1.95052  1.05695
H  -2.12832  -3.76480  0.80992
H  -4.64890  -2.65971  2.40254
H  -3.62777  -3.88574  3.45768
H  -5.79251  -5.35769  -1.68577
C  0.05725  8.24134  -2.26543
C  0.95859  7.08429  -2.66822
C  0.21944  5.90885  -3.30601
C  -0.77961  5.10269  -2.46571
N  -0.26416  4.41864  -1.17475
C  -1.06284  3.12600  -0.90357
C  -0.44990  2.08544  -1.81802
C  1.01909  2.44480  -1.90368
C  1.16787  3.84453  -1.32842
C  -0.32851  5.35103  0.05611
C  -1.69764  5.51389  0.73795
C  -2.82214  6.15834  -0.05315
H  -0.66002  7.95527  -1.49634
H  0.66134  9.06224  -1.86551
H  -0.50251  8.62275  -3.12689
H  1.55188  6.75768  -1.80904
H  1.67825  7.46478  -3.40063
H  0.95590  5.22227  -3.74598
H  -0.33892  6.30193  -4.17007
H  -1.18594  4.31566  -3.10714
H  -1.62134  5.74137  -2.19526
H  -0.90059  2.84806  0.14410
H  -2.12567  3.30511  -1.09428
H  -0.90510  2.12257  -2.81429
H  -0.60413  1.07106  -1.43675
H  1.37022  2.40043  -2.94004
H  1.62846  1.73785  -1.32971
H  1.79631  4.50045  -1.92733
H  1.61315  3.77468  -0.32749
H  0.09032  6.31541  -0.22734
H  0.34264  4.92297  0.80964
H  -1.52962  6.14310  1.62250
H  -2.04842  4.55415  1.13291
H  -2.50092  7.08749  -0.52864
H  -3.65191  6.40621  0.61775
H  -3.22260  5.48061  -0.81158